{"formula": "C34H62AlBClN2O7", "method": "wB97M-V/def2-TZVPD", "symbols": ["C", "C", "C", "O", "O", "C", "C", "Al", "C", "O", "C", "C", "C", "C", "C", "C", "B", "O", "O", "C", "C", "Cl", "C", "C", "H", "H", "H", "H", "H", "H", "H", "H", "H", "H", "H", "H", "H", "H", "H", "H", "H", "H", "H", "H", "H", "H", "H", "H", "H", "H", "C", "C", "C", "C", "C", "C", "N", "O", "C", "C", "C", "H", "H", "H", "H", "H", "H", "H", "H", "H", "H", "H", "H", "H", "H", "H", "H", "H", "H", "C", "C", "C", "C", "C", "C", "N", "O", "C", "C", "C", "H", "H", "H", "H", "H", "H", "H", "H", "H", "H", "H", "H", "H", "H", "H", "H", "H", "H"], "positions_angstrom": [[5.150, 0.135, -1.406], [6.172, -0.474, -2.414], [6.471, 0.420, -3.604], [7.584, 0.423, -4.109], [5.493, 1.201, -4.130], [4.347, 0.414, -4.561], [3.210, 1.278, -5.095], [1.506, 0.579, -4.182], [-0.153, 1.260, -5.178], [-0.881, 2.315, -4.467], [-1.636, 1.882, -3.438], [-2.342, 0.700, -3.393], [-3.054, 0.325, -2.279], [-3.061, 1.146, -1.190], [-2.388, 2.346, -1.207], [-1.683, 2.701, -2.323], [1.623, 1.227, -2.169], [2.084, 2.551, -1.929], [1.293, 0.441, -1.061], [1.373, 1.141, 0.189], [1.638, -1.481, -4.317], [2.055, -1.866, -6.070], [0.312, -2.194, -3.958], [0.460, -2.972, -2.638], [5.465, -0.089, -0.382], [4.158, -0.310, -1.505], [5.101, 1.216, -1.541], [7.085, -0.763, -1.898], [5.721, -1.398, -2.793], [4.605, -0.362, -5.290], [3.976, -0.116, -3.670], [3.354, 2.321, -4.790], [3.108, 1.215, -6.183], [-0.808, 0.454, -5.534], [0.215, 1.731, -6.099], [-2.318, 0.026, -4.240], [-3.570, -0.628, -2.282], [-3.584, 0.877, -0.276], [-2.372, 3.038, -0.373], [-1.147, 3.646, -2.349], [1.329, 3.150, -1.963], [2.389, 1.459, 0.423], [0.698, 2.001, 0.220], [1.030, 0.460, 0.975], [2.426, -1.838, -3.649], [-0.557, -1.530, -3.950], [0.135, -2.945, -4.739], [-0.406, -3.634, -2.510], [1.345, -3.615, -2.661], [0.538, -2.287, -1.788], [0.381, 5.670, 4.939], [0.539, 4.134, 4.834], [1.198, 3.574, 6.100], [2.694, 3.857, 6.182], [3.395, 3.350, 4.924], [2.785, 3.910, 3.637], [1.293, 3.765, 3.598], [1.016, 2.526, 3.316], [3.207, 5.389, 3.496], [3.432, 3.228, 2.431], [-0.904, 3.629, 4.794], [0.227, 5.971, 5.978], [1.223, 6.244, 4.569], [-0.483, 6.012, 4.367], [1.048, 2.490, 6.138], [0.696, 3.976, 6.983], [2.869, 4.928, 6.324], [3.113, 3.359, 7.059], [4.456, 3.606, 4.965], [3.345, 2.256, 4.912], [2.631, 5.892, 2.717], [4.259, 5.460, 3.219], [3.119, 5.956, 4.422], [3.330, 2.144, 2.463], [4.500, 3.444, 2.408], [2.999, 3.587, 1.496], [-1.412, 3.959, 3.886], [-1.453, 4.027, 5.649], [-0.971, 2.543, 4.844], [-2.605, -5.800, 1.019], [-3.156, -4.357, 0.937], [-4.080, -4.066, 2.125], [-5.445, -4.736, 2.013], [-6.109, -4.355, 0.691], [-5.230, -4.657, -0.524], [-3.839, -4.126, -0.372], [-3.874, -2.844, -0.582], [-5.224, -6.184, -0.759], [-5.893, -4.096, -1.783], [-1.905, -3.488, 1.089], [-2.493, -6.111, 2.059], [-3.214, -6.554, 0.531], [-1.622, -5.868, 0.549], [-4.231, -2.985, 2.212], [-3.592, -4.374, 3.052], [-5.343, -5.822, 2.101], [-6.079, -4.419, 2.844], [-7.062, -4.882, 0.592], [-6.352, -3.288, 0.717], [-4.450, -6.471, -1.472], [-6.181, -6.511, -1.167], [-5.093, -6.762, 0.155], [-6.087, -3.026, -1.709], [-6.855, -4.581, -1.948], [-5.273, -4.273, -2.664], [-1.229, -3.617, 0.243], [-1.369, -3.778, 1.995], [-2.138, -2.428, 1.177]], "spin_multiplicity": 3, "lumo_energy_ev": [2.0, 1.7], "homo_ha": [-0.1670, -0.1670], "charge": -1, "orbital_gap_ev": [6.594, 6.241], "s2": 2.008}



{"formula": "C34H64FeGeN3O4SSi5Te", "method": "wB97M-V/def2-TZVPD", "symbols": ["Fe", "N", "C", "S", "N", "N", "C", "C", "C", "C", "C", "C", "C", "O", "H", "H", "H", "H", "H", "H", "H", "C", "Si", "C", "C", "Ge", "Si", "C", "C", "C", "Si", "C", "C", "C", "H", "H", "H", "H", "H", "H", "H", "H", "H", "H", "H", "H", "H", "H", "H", "H", "H", "H", "H", "H", "H", "H", "H", "H", "H", "H", "H", "O", "C", "O", "C", "C", "C", "C", "C", "C", "H", "H", "H", "H", "H", "C", "Si", "C", "C", "C", "Te", "C", "Si", "C", "C", "C", "H", "H", "H", "H", "H", "H", "H", "H", "H", "H", "H", "H", "H", "H", "H", "H", "H", "H", "H", "H", "H", "H", "C", "C", "O", "H", "H", "H"], "positions_angstrom": [[-0.107, 0.602, 0.448], [3.426, 3.316, 0.049], [2.456, 2.295, 0.019], [0.803, 2.827, -0.122], [2.896, 1.096, 0.088], [1.968, 0.054, 0.001], [2.648, -1.100, -0.047], [2.258, -2.448, -0.176], [3.235, -3.464, 0.099], [2.963, -4.804, 0.011], [1.699, -5.269, -0.391], [0.742, -4.312, -0.738], [1.015, -2.973, -0.624], [0.108, -2.048, -1.152], [3.078, 4.135, 0.526], [4.282, 2.972, 0.464], [3.722, -0.967, 0.074], [4.222, -3.139, 0.410], [3.743, -5.516, 0.261], [1.477, -6.325, -0.454], [-0.228, -4.607, -1.125], [-1.252, -1.225, 6.222], [-1.674, -0.717, 4.437], [-2.845, 0.751, 4.629], [-2.797, -2.141, 3.891], [0.223, -0.208, 3.042], [1.911, -1.654, 3.921], [1.559, -3.448, 3.439], [3.654, -1.246, 3.324], [2.157, -1.681, 5.805], [0.843, 1.850, 4.081], [0.756, 1.906, 5.978], [2.637, 2.293, 3.659], [-0.208, 3.305, 3.509], [-2.181, -1.265, 6.802], [-0.567, -0.533, 6.713], [-0.801, -2.220, 6.244], [-3.646, 0.489, 5.329], [-3.291, 0.988, 3.664], [-2.341, 1.642, 5.008], [-3.462, -2.397, 4.723], [-2.239, -3.041, 3.618], [-3.409, -1.831, 3.045], [1.431, -3.553, 2.358], [0.648, -3.806, 3.927], [2.385, -4.103, 3.736], [3.752, -1.390, 2.251], [4.372, -1.899, 3.833], [3.913, -0.207, 3.545], [1.243, -1.883, 6.361], [2.555, -0.721, 6.147], [2.893, -2.454, 6.055], [1.345, 1.108, 6.436], [-0.272, 1.807, 6.331], [1.144, 2.868, 6.334], [3.328, 1.810, 4.356], [2.790, 3.375, 3.724], [2.893, 1.969, 2.648], [-1.272, 3.121, 3.659], [-0.056, 3.484, 2.443], [0.075, 4.207, 4.063], [-3.791, 0.193, 1.410], [-3.109, 1.052, 0.851], [-1.889, 1.335, 1.107], [-3.728, 1.811, -0.314], [-5.071, 1.622, -0.620], [-5.636, 2.246, -1.721], [-4.853, 3.055, -2.537], [-3.512, 3.248, -2.236], [-2.953, 2.635, -1.122], [-5.647, 0.963, 0.017], [-6.683, 2.089, -1.957], [-5.287, 3.528, -3.411], [-2.892, 3.865, -2.875], [-1.907, 2.763, -0.884], [-3.208, -1.494, -6.096], [-2.581, -0.094, -4.995], [-2.584, 1.473, -6.027], [-3.723, 0.096, -3.544], [-0.845, -0.476, -4.443], [-0.043, 1.076, -3.168], [1.085, 2.009, -4.757], [2.767, 1.212, -4.917], [3.704, 2.034, -6.337], [2.609, -0.609, -5.330], [3.733, 1.429, -3.342], [-4.215, -1.287, -6.468], [-3.241, -2.435, -5.544], [-2.552, -1.636, -6.959], [-3.601, 1.734, -6.330], [-1.981, 1.355, -6.932], [-2.178, 2.306, -5.448], [-4.730, 0.367, -3.869], [-3.369, 0.882, -2.875], [-3.787, -0.823, -2.956], [-0.164, -0.591, -5.289], [-0.787, -1.391, -3.850], [1.189, 3.054, -4.453], [0.479, 1.989, -5.664], [3.159, 1.939, -7.279], [4.688, 1.578, -6.469], [3.851, 3.098, -6.138], [2.058, -0.773, -6.260], [2.094, -1.137, -4.524], [3.600, -1.056, -5.442], [3.642, 2.442, -2.944], [4.795, 1.226, -3.504], [3.376, 0.755, -2.561], [-1.512, -2.403, 0.662], [-0.915, -1.579, -0.432], [-1.432, -0.538, -0.847], [-2.194, -1.765, 1.215], [-0.754, -2.833, 1.311], [-2.074, -3.216, 0.189]], "spin_multiplicity": 6, "e_above_lowest_kj_mol": 0.0, "lumo_energy_ev": [3.7, 3.7], "homo_ha": [-0.0002, -0.0696], "charge": -2, "orbital_gap_ev": [3.686, 5.573], "s2": 8.804}



{"formula": "C34H64NO6S2", "method": "wB97M-V/def2-TZVPD", "symbols": ["C", "C", "C", "C", "N", "C", "C", "C", "C", "C", "C", "C", "C", "C", "C", "C", "C", "C", "C", "C", "S", "S", "C", "C", "C", "H", "H", "H", "H", "H", "H", "H", "H", "H", "H", "H", "H", "H", "H", "H", "H", "H", "H", "H", "H", "H", "H", "H", "H", "H", "H", "H", "H", "H", "H", "H", "H", "H", "H", "H", "H", "C", "O", "C", "C", "O", "C", "C", "O", "C", "H", "H", "H", "H", "H", "H", "H", "H", "H", "H", "H", "H", "H", "H", "C", "O", "C", "C", "O", "C", "C", "O", "C", "H", "H", "H", "H", "H", "H", "H", "H", "H", "H", "H", "H", "H", "H"], "positions_angstrom": [[-0.559, 7.149, 0.398], [0.322, 5.899, 0.599], [1.647, 5.983, -0.160], [2.283, 4.607, -0.287], [3.733, 4.592, -0.580], [4.221, 3.201, -0.700], [4.110, 2.402, 0.592], [4.702, 0.994, 0.410], [4.053, -0.084, 1.291], [4.135, -1.490, 0.707], [3.296, -1.581, -0.587], [2.100, -2.543, -0.506], [0.793, -1.994, -1.099], [0.263, -0.837, -0.294], [0.467, 0.486, -0.684], [0.010, 1.540, 0.097], [-0.662, 1.291, 1.282], [-0.889, -0.021, 1.676], [-0.431, -1.070, 0.892], [4.058, 5.380, -1.692], [4.516, 6.931, -1.586], [3.937, 4.601, -3.325], [2.679, 5.681, -4.064], [1.873, 4.896, -5.098], [0.601, 5.648, -5.486], [-0.817, 7.624, 1.344], [-0.053, 7.896, -0.215], [-1.495, 6.905, -0.105], [0.527, 5.781, 1.664], [-0.231, 5.021, 0.258], [1.436, 6.392, -1.152], [2.320, 6.693, 0.322], [2.159, 4.081, 0.655], [1.765, 4.056, -1.086], [5.276, 3.258, -0.979], [3.693, 2.657, -1.492], [4.626, 2.936, 1.395], [3.060, 2.300, 0.874], [5.775, 1.034, 0.615], [4.599, 0.711, -0.641], [4.586, -0.089, 2.250], [3.014, 0.256, 1.520], [3.656, -2.152, 1.447], [3.919, -1.922, -1.426], [2.931, -0.582, -0.872], [2.328, -3.499, -0.987], [1.907, -2.765, 0.549], [0.956, -1.664, -2.129], [0.030, -2.779, -1.125], [0.994, 0.671, -1.612], [0.190, 2.558, -0.221], [-1.010, 2.119, 1.887], [-1.423, -0.246, 2.590], [-0.611, -2.097, 1.189], [3.155, 6.540, -4.538], [2.018, 6.047, -3.282], [1.624, 3.916, -4.687], [2.487, 4.737, -5.986], [0.054, 5.940, -4.587], [-0.067, 5.023, -6.077], [0.843, 6.549, -6.049], [-0.746, -8.138, 5.964], [-0.028, -8.001, 4.763], [-0.691, -8.590, 3.660], [-0.227, -7.988, 2.353], [-0.773, -6.714, 2.076], [-0.196, -5.602, 2.751], [1.147, -5.176, 2.211], [2.180, -6.025, 2.679], [3.328, -5.942, 1.854], [-0.868, -9.193, 6.243], [-0.180, -7.632, 6.743], [-1.738, -7.677, 5.889], [-1.776, -8.450, 3.751], [-0.478, -9.669, 3.647], [-0.601, -8.635, 1.555], [0.865, -7.977, 2.299], [-0.140, -5.778, 3.827], [-0.895, -4.780, 2.578], [1.362, -4.150, 2.539], [1.121, -5.185, 1.114], [3.092, -6.243, 0.826], [4.070, -6.626, 2.261], [3.743, -4.929, 1.835], [-3.229, 2.077, -2.357], [-3.938, 0.948, -1.906], [-3.507, 0.537, -0.614], [-4.569, -0.280, 0.077], [-5.643, 0.486, 0.609], [-6.617, 0.955, -0.302], [-7.592, -0.103, -0.768], [-7.021, -0.919, -1.774], [-7.670, -2.160, -1.894], [-2.158, 1.864, -2.457], [-3.630, 2.349, -3.333], [-3.354, 2.924, -1.672], [-3.263, 1.409, 0.002], [-2.601, -0.074, -0.717], [-4.099, -0.747, 0.945], [-4.935, -1.074, -0.578], [-6.158, 1.456, -1.158], [-7.191, 1.696, 0.259], [-8.486, 0.393, -1.174], [-7.893, -0.714, 0.092], [-7.625, -2.725, -0.955], [-7.154, -2.725, -2.669], [-8.722, -2.039, -2.184]], "spin_multiplicity": 1, "e_above_lowest_kj_mol": 0.0, "lumo_energy_ev": 1.7, "homo_ha": -0.0483, "charge": -1, "orbital_gap_ev": 3.031}



{"formula": "C34H66ClN13O26", "method": "wB97M-V/def2-TZVPD", "symbols": ["O", "C", "C", "C", "C", "C", "C", "C", "C", "C", "C", "C", "C", "C", "C", "C", "N", "C", "C", "C", "C", "C", "O", "C", "C", "Cl", "H", "H", "H", "H", "H", "H", "H", "H", "H", "H", "H", "H", "H", "H", "H", "H", "H", "H", "H", "H", "H", "H", "H", "H", "H", "H", "H", "H", "H", "H", "C", "N", "O", "O", "H", "H", "H", "C", "N", "O", "O", "H", "H", "H", "C", "N", "O", "O", "H", "H", "H", "C", "N", "O", "O", "H", "H", "H", "C", "N", "O", "O", "H", "H", "H", "C", "N", "O", "O", "H", "H", "H", "C", "N", "O", "O", "H", "H", "H", "C", "N", "O", "O", "H", "H", "H", "C", "N", "O", "O", "H", "H", "H", "C", "N", "O", "O", "H", "H", "H", "C", "N", "O", "O", "H", "H", "H", "C", "N", "O", "O", "H", "H", "H"], "positions_angstrom": [[-2.687, -0.983, 3.669], [-2.185, -1.085, 2.419], [-3.261, -1.434, 1.222], [-2.822, -1.300, -0.197], [-3.920, -1.610, -1.408], [-5.025, -0.356, -1.454], [-4.229, 0.915, -2.120], [-4.935, 2.383, -1.841], [-3.762, 3.509, -1.635], [-3.685, 4.169, -0.136], [-3.397, 3.097, 1.077], [-4.854, 2.567, 1.611], [-5.017, 2.500, 3.241], [-6.592, 2.189, 3.711], [-7.435, 1.436, 2.524], [-8.793, 0.634, 3.080], [-8.989, -0.522, 2.075], [-8.519, -1.908, 2.456], [-8.863, -2.794, 1.111], [-9.553, -1.810, -0.039], [-9.592, -0.322, 0.694], [-1.253, -0.814, -0.507], [-0.897, -0.503, -1.777], [-0.139, -0.720, 0.703], [-0.566, -0.864, 2.136], [0.621, -0.803, 3.586], [-4.368, -1.764, 1.436], [-4.440, -2.658, -1.221], [-3.351, -1.672, -2.447], [-5.488, -0.155, -0.398], [-5.899, -0.702, -2.189], [-3.077, 0.942, -1.838], [-4.249, 0.735, -3.299], [-5.493, 2.662, -2.860], [-5.766, 2.370, -1.018], [-2.722, 3.087, -2.017], [-4.018, 4.408, -2.379], [-4.610, 4.877, 0.127], [-2.745, 4.906, -0.148], [-2.809, 2.150, 0.660], [-2.775, 3.553, 1.968], [-5.053, 1.529, 1.061], [-5.679, 3.323, 1.221], [-4.591, 3.478, 3.747], [-4.395, 1.581, 3.662], [-7.132, 3.201, 4.039], [-6.504, 1.559, 4.718], [-6.734, 0.566, 2.104], [-7.744, 2.172, 1.637], [-8.591, 0.219, 4.162], [-9.751, 1.303, 2.992], [-8.026, -2.195, 3.479], [-8.596, -3.938, 1.050], [-9.897, -2.107, -1.132], [-9.980, 0.696, 0.254], [1.010, -0.528, 0.454], [3.708, 0.627, 0.026], [4.875, 1.445, -0.401], [5.787, 0.863, -0.999], [4.843, 2.650, -0.124], [3.871, -0.408, -0.282], [3.636, 0.699, 1.113], [2.822, 1.039, -0.460], [5.433, -2.451, -3.019], [4.038, -2.366, -2.509], [3.350, -3.392, -2.567], [3.673, -1.272, -2.063], [5.617, -3.466, -3.378], [5.530, -1.730, -3.833], [6.102, -2.208, -2.191], [-0.334, -0.255, -4.959], [-1.576, 0.296, -5.565], [-1.905, -0.138, -6.676], [-2.186, 1.148, -4.909], [0.096, -0.991, -5.642], [0.355, 0.578, -4.806], [-0.609, -0.723, -4.012], [6.564, 0.949, 3.051], [6.012, -0.433, 3.087], [6.784, -1.342, 3.413], [4.820, -0.565, 2.787], [7.618, 0.916, 3.336], [6.452, 1.322, 2.031], [5.992, 1.551, 3.760], [9.564, -0.126, -2.849], [9.012, -1.508, -2.813], [9.784, -2.417, -2.487], [7.820, -1.640, -3.113], [10.618, -0.159, -2.564], [9.452, 0.247, -3.869], [8.992, 0.476, -2.140], [6.065, 5.508, -0.525], [7.328, 6.171, -0.103], [7.253, 7.008, 0.804], [8.360, 5.832, -0.695], [5.242, 5.901, 0.076], [5.911, 5.734, -1.583], [6.184, 4.435, -0.361], [-10.827, 3.440, 5.726], [-10.723, 3.638, 4.255], [-11.777, 3.639, 3.608], [-9.586, 3.787, 3.792], [-11.879, 3.323, 5.994], [-10.263, 2.540, 5.978], [-10.403, 4.323, 6.208], [9.609, -2.374, 4.688], [10.776, -1.555, 4.260], [11.687, -2.138, 3.662], [10.743, -0.351, 4.538], [9.771, -3.409, 4.379], [9.536, -2.302, 5.775], [8.722, -1.961, 4.202], [12.401, -4.483, -2.186], [12.676, -5.687, -3.015], [13.524, -5.578, -3.909], [12.033, -6.709, -2.746], [13.034, -3.663, -2.533], [11.345, -4.233, -2.309], [12.632, -4.737, -1.149], [-8.536, 3.782, -1.118], [-9.087, 2.400, -1.082], [-8.316, 1.491, -0.756], [-10.280, 2.268, -1.381], [-7.482, 3.748, -0.833], [-8.648, 4.155, -2.138], [-9.108, 4.384, -0.409], [6.308, -5.814, 3.893], [7.477, -5.043, 4.394], [8.540, -5.159, 3.772], [7.295, -4.342, 5.396], [6.611, -6.382, 3.011], [5.989, -6.485, 4.693], [5.524, -5.097, 3.640], [-0.335, -4.060, -7.944], [0.928, -3.397, -7.522], [0.853, -2.560, -6.615], [1.960, -3.736, -8.113], [-1.158, -3.667, -7.342], [-0.489, -3.834, -9.001], [-0.215, -5.132, -7.780]], "spin_multiplicity": 1, "lumo_energy_ev": -2.3, "homo_ha": -0.2726, "orbital_gap_ev": 5.134}



Number 1: F_max 2.59 eV/A. Number 2: F_max 1.03 eV/A. Number 3: F_max 0.55 eV/A. Number 4: F_max 8.43 eV/A.